The following is a quantum chemistry calculation of a molecular structure, C49H37N6O11S4Ti, from the Open Molecules 2025 dataset.

Properties
**Total charge**: -2
**HOMO-LUMO gap (alpha / beta)**: 4.1 / 4.9 eV
**Electronic energy**: -149331.3818 eV
**2S+1**: 2
**<S²>**: 0.781

Geometry (Å):
Ti 0.18681 0.62304 -0.06635
O -0.46540 3.44211 2.34205
C -0.26784 3.09013 1.19208
O 0.69336 2.29721 0.81678
C -1.09235 3.65813 0.06022
C -1.75793 4.82982 0.32892
C -2.45597 5.49133 -0.67927
C -2.48844 4.99235 -1.96468
C -1.85034 3.79708 -2.23304
C -1.12757 3.04349 -1.24804
O -0.54773 1.94689 -1.50890
N -1.96272 3.34260 -3.62160
O -1.72579 2.18378 -3.88585
O -2.20180 4.18481 -4.47691
N -3.14271 6.73509 -0.39116
O -3.74458 7.29191 -1.29676
O -3.07230 7.18572 0.74056
H -1.71374 5.22434 1.33307
H -3.01310 5.51145 -2.74975
C -7.87908 -0.03223 -2.59069
O -7.44301 -0.64773 -1.40592
C -6.59247 -1.73126 -1.55784
C -5.87879 -2.12158 -0.42668
C -5.00104 -3.18280 -0.47367
C -4.79240 -3.91544 -1.66432
C -5.54726 -3.51551 -2.77659
C -6.42654 -2.44182 -2.73682
N -3.98664 -5.03291 -1.79029
N -2.98780 -5.21413 -0.92293
C -2.20998 -4.15979 -0.51932
C -1.58988 -4.22696 0.73068
C -0.75550 -3.22056 1.23772
C -0.47602 -2.09137 0.50139
O 0.32765 -1.09358 0.88936
C -1.03309 -2.01354 -0.79214
N -0.68771 -0.88876 -1.48679
C -1.04342 -0.76920 -2.73915
C -1.77415 -1.77340 -3.40140
C -2.19401 -2.86908 -2.69683
C -1.86167 -3.01906 -1.33327
H -8.39170 0.88303 -2.29921
H -8.57931 -0.66644 -3.14848
H -7.03584 0.21536 -3.24412
H -6.02061 -1.56410 0.49115
H -4.45509 -3.45611 0.41866
H -5.41681 -4.06911 -3.69954
H -6.96442 -2.16961 -3.63545
H -1.80443 -5.10339 1.33133
H -0.31735 -3.31840 2.22506
H -0.75936 0.15210 -3.23092
H -2.02260 -1.64908 -4.44580
H -2.77638 -3.64336 -3.17770
N 2.40288 0.33449 1.98931
S 2.32527 -0.69515 3.15032
C 1.56469 0.08959 4.57815
C 0.78210 1.20070 4.30268
C 0.07826 1.80408 5.33663
C 0.15576 1.29801 6.62413
C 0.93702 0.17668 6.88700
C 1.64114 -0.43510 5.86313
C 3.95794 -0.99655 3.83949
C 4.57132 -2.18353 3.47183
C 5.88748 -2.42273 3.84709
C 6.58188 -1.47422 4.57948
C 5.96631 -0.28066 4.93948
C 4.65533 -0.03842 4.56822
H 2.88991 1.19195 2.25460
H 0.70795 1.58999 3.29469
H -0.53538 2.66655 5.11065
H -0.39694 1.76975 7.42721
H 0.99463 -0.22238 7.89265
H 2.24895 -1.30948 6.06271
H 4.02541 -2.90364 2.87501
H 6.36825 -3.34678 3.55357
H 7.61023 -1.65825 4.86407
H 6.51314 0.46192 5.50600
H 4.16675 0.88898 4.84173
C -2.87808 0.74793 0.28462
O -1.52429 0.73242 0.58267
H -3.18760 -0.20718 -0.16071
H -3.12815 1.55037 -0.42601
H -3.45976 0.91191 1.19922
O 1.75070 0.44169 -1.04355
C 2.92165 0.29405 -1.74434
C 3.58872 -1.01396 -1.31613
C 2.97272 -2.04262 -0.67760
C 3.84166 -3.14320 -0.43985
C 5.10223 -2.92504 -0.90420
S 5.24389 -1.37854 -1.62701
C 2.59669 0.22213 -3.23251
C 2.91071 -0.75627 -4.13293
C 2.36266 -0.52485 -5.41932
C 1.63684 0.62778 -5.46918
S 1.59947 1.41734 -3.95965
C 3.87147 1.43930 -1.41381
C 4.51154 1.60582 -0.22082
C 5.29930 2.78147 -0.16941
C 5.25183 3.48488 -1.33631
S 4.24358 2.72865 -2.48514
H 1.94398 -1.99545 -0.35794
H 3.53257 -4.04941 0.06040
H 5.95201 -3.58535 -0.85031
H 3.49273 -1.62669 -3.87173
H 2.48187 -1.19558 -6.25766
H 1.08479 1.02961 -6.30236
H 4.38902 0.90263 0.58995
H 5.87243 3.08826 0.69386
H 5.74941 4.41062 -1.57301

=====

The following is a quantum chemistry calculation of a molecular structure, C49H38BaN8O4S4Te, from the Open Molecules 2025 dataset.

Properties
**HOMO-LUMO gap**: 6.9 eV
**Electronic energy**: -122873.9330 eV
**2S+1**: 1

Geometry (Å):
Ba 0.64477 -1.42226 0.30222
C 6.90789 -4.34044 -1.31450
C 5.40468 -4.35491 -1.29832
C 4.70614 -5.54601 -1.13543
C 3.31988 -5.56571 -1.10856
C 2.61960 -4.37993 -1.24962
C 3.29755 -3.18590 -1.44075
C 4.68049 -3.17628 -1.46031
S 0.86239 -4.39372 -1.00471
O 0.37302 -5.67964 -1.42842
O 0.67063 -4.05403 0.41538
N 0.29818 -3.12843 -1.74294
C 0.32297 -2.94563 -3.11033
C 0.40904 -3.92853 -4.07015
C 0.37228 -3.60704 -5.44203
C 0.24303 -2.31908 -5.87145
C 0.16748 -1.27529 -4.91824
C 0.06673 0.08415 -5.28691
C 0.05283 1.04921 -4.32464
C 0.13664 0.64923 -2.97541
N 0.20458 -0.59807 -2.58441
C 0.21850 -1.57609 -3.54045
H 7.31436 -5.16828 -0.73434
H 7.29419 -3.40902 -0.90017
H 7.28674 -4.43196 -2.33510
H 5.25468 -6.47108 -1.00373
H 2.77628 -6.48863 -0.95976
H 2.76372 -2.25350 -1.59470
H 5.20226 -2.23526 -1.59279
H 0.48119 -4.96204 -3.75982
H 0.44059 -4.41086 -6.16435
H 0.20699 -2.07723 -6.92616
H 0.01915 0.34276 -6.33848
H -0.00231 2.09995 -4.57395
H 0.16423 1.40507 -2.19750
S -0.20044 4.14644 6.67017
N -0.56366 4.37694 5.11356
C -0.42308 3.20715 4.51333
C -0.61982 2.95756 3.09728
C -0.98233 3.95976 2.19692
C -1.12774 3.63297 0.86897
C -0.89186 2.31299 0.48215
N -0.55075 1.34685 1.31864
C -0.42345 1.65527 2.62061
C -0.07379 0.55988 3.55353
N 0.03080 -0.67540 3.03727
C 0.38522 -1.66871 3.83463
C 0.65816 -1.50725 5.19469
C 0.51661 -0.25281 5.73806
C 0.13989 0.80701 4.91054
C -0.03877 2.16240 5.39482
N 0.10329 2.56076 6.64781
H -1.13770 4.96757 2.55934
H -1.41652 4.37028 0.13128
H -1.00382 2.02529 -0.55386
H 0.48889 -2.64838 3.38164
H 0.98856 -2.35450 5.77626
H 0.70463 -0.06032 6.78639
O 2.93541 -3.38962 3.94617
S 3.66177 -3.20771 2.71598
O 3.93404 -4.36479 1.91578
N 2.94159 -2.02399 1.81778
C 3.70609 -0.95298 1.68454
S 3.27560 0.42923 0.81178
C 5.02680 -1.08021 2.37693
C 6.06292 -0.16429 2.43139
C 7.21053 -0.51348 3.13242
C 7.31823 -1.75054 3.76164
C 6.27817 -2.67046 3.70609
C 5.14788 -2.30038 3.00712
H 5.96396 0.79131 1.93388
H 8.03609 0.18402 3.18974
H 8.22423 -1.99900 4.29911
H 6.35071 -3.63627 4.18779
C -3.56642 2.67964 -3.06194
Te -3.70373 0.96195 -1.79285
C -4.44205 2.31433 -0.31134
C -4.54467 3.66773 -0.96624
C -5.05799 4.75355 -0.25810
C -5.16206 6.00033 -0.84938
C -4.75425 6.17390 -2.16593
C -4.24435 5.09987 -2.87393
C -4.13118 3.84231 -2.28237
H -4.11982 2.50639 -3.98248
H -2.52106 2.85223 -3.32062
H -3.75197 2.33615 0.53274
H -5.40990 1.96821 0.04785
H -5.38221 4.61251 0.76668
H -5.56590 6.83383 -0.28944
H -4.83816 7.14379 -2.63889
H -3.92958 5.23182 -3.90273
C -6.50465 -2.20744 0.22209
C -5.02189 -1.99334 0.27479
C -4.15538 -2.64813 -0.59258
C -2.79423 -2.40298 -0.51515
N -2.25682 -1.56613 0.37304
C -3.08110 -0.94237 1.21507
C -4.45147 -1.11752 1.20077
H -6.79091 -2.77419 -0.66198
H -7.03296 -1.25340 0.20699
H -6.84152 -2.75687 1.10315
H -4.53211 -3.33515 -1.33918
H -2.09966 -2.89070 -1.19095
H -2.61486 -0.26074 1.91813
H -5.07050 -0.57653 1.90637

=====

- electronic energy of number 2 (C49H38BaN8O4S4Te)?
  -122873.9330 eV